(1)
{
  "formula": "C26H44B5F26N8O6S2",
  "method": "wB97M-V/def2-TZVPD",
  "total_charge": -2,
  "multiplicity": 2,
  "gap_ev": [7.278, 2.305],
  "homo_ev": [-4.44, -4.44],
  "elements": ["N", "F", "F", "F", "H", "H", "H", "H", "F", "O", "F", "C", "H", "F", "B", "O", "H", "H", "B", "C", "H", "H", "H", "F", "O", "H", "C", "C", "F", "H", "F", "C", "C", "H", "C", "O", "O", "N", "H", "F", "N", "H", "C", "H", "B", "C", "H", "F", "F", "F", "C", "C", "H", "H", "B", "H", "C", "C", "H", "H", "H", "F", "F", "H", "H", "N", "F", "F", "N", "O", "C", "C", "C", "C", "H", "C", "F", "S", "F", "H", "C", "H", "H", "N", "C", "S", "H", "C", "C", "H", "H", "H", "F", "H", "F", "H", "C", "F", "B", "H", "C", "F", "N", "H", "H", "H", "H", "H", "H", "C", "N", "F", "F", "H", "H", "F", "C"],
  "xyz": [[8.802, 9.365, 18.925], [13.817, 14.477, 20.280], [9.639, 7.655, 8.549], [13.719, 6.196, 18.595], [11.393, 16.108, 14.763], [8.565, 10.157, 20.922], [2.491, 9.912, 10.200], [8.367, 13.526, 19.095], [8.098, 9.374, 8.574], [8.582, 5.549, 15.278], [8.349, 14.096, 15.899], [8.554, 11.243, 17.871], [4.669, 8.846, 9.527], [14.317, 11.972, 19.400], [12.521, 14.368, 20.589], [15.290, 8.468, 14.044], [12.785, 8.782, 14.071], [13.375, 9.019, 19.276], [8.668, 8.295, 9.292], [6.218, 9.981, 11.177], [9.796, 7.460, 19.371], [14.565, 14.810, 14.091], [8.012, 11.836, 13.295], [11.900, 4.727, 18.375], [15.150, 7.962, 11.644], [11.071, 9.075, 12.448], [11.373, 18.890, 16.807], [7.848, 7.044, 18.577], [7.608, 7.353, 9.577], [10.594, 19.650, 16.731], [15.285, 10.127, 19.086], [17.727, 8.712, 12.541], [5.938, 12.120, 11.814], [11.789, 19.282, 17.735], [13.859, 15.268, 16.900], [15.336, 10.315, 12.449], [7.327, 4.296, 13.653], [12.099, 10.069, 15.516], [6.702, 9.034, 10.988], [9.053, 15.699, 14.415], [5.158, 10.545, 10.500], [14.272, 13.502, 15.042], [5.046, 11.850, 10.848], [12.570, 10.416, 19.891], [12.712, 5.459, 19.274], [7.609, 10.828, 13.193], [8.365, 10.115, 12.866], [13.229, 4.681, 20.261], [9.244, 8.824, 10.464], [7.405, 14.197, 13.810], [12.449, 9.587, 19.194], [2.985, 10.160, 9.261], [8.731, 9.234, 16.789], [4.535, 12.645, 10.325], [15.398, 11.441, 18.836], [6.940, 7.471, 18.153], [7.757, 7.053, 13.212], [8.685, 10.322, 19.861], [13.113, 16.599, 18.626], [2.539, 9.529, 8.492], [12.174, 8.119, 16.565], [16.506, 11.918, 19.446], [12.476, 13.588, 21.675], [6.105, 13.138, 12.134], [5.046, 10.213, 8.467], [13.265, 15.115, 15.622], [11.771, 13.848, 19.600], [11.989, 6.468, 19.941], [12.125, 10.041, 17.795], [6.141, 5.859, 15.171], [13.010, 16.215, 17.622], [4.521, 9.915, 9.374], [12.081, 11.362, 17.321], [8.707, 9.866, 17.664], [12.311, 12.203, 17.959], [8.351, 12.749, 19.860], [18.398, 9.593, 13.305], [15.689, 8.896, 12.646], [7.009, 8.139, 13.492], [8.441, 6.517, 17.829], [10.821, 17.474, 17.020], [11.835, 12.212, 15.343], [13.130, 10.399, 13.746], [6.565, 10.912, 12.214], [12.316, 9.766, 14.100], [7.374, 5.559, 14.425], [11.668, 8.896, 19.513], [12.050, 15.896, 15.594], [13.716, 14.288, 14.531], [10.685, 10.693, 13.022], [8.404, 12.038, 17.156], [11.981, 19.138, 15.936], [9.529, 13.556, 14.140], [10.024, 17.227, 16.318], [9.030, 7.458, 13.212], [7.317, 12.810, 20.200], [11.867, 11.384, 16.036], [11.871, 15.498, 20.984], [8.533, 14.440, 14.592], [7.395, 6.188, 19.077], [8.860, 8.016, 19.423], [18.034, 8.982, 11.247], [8.495, 11.503, 19.174], [9.106, 13.011, 20.601], [8.526, 8.035, 20.460], [7.178, 10.486, 14.134], [10.251, 9.319, 14.073], [12.972, 14.005, 13.786], [14.815, 14.802, 17.088], [10.969, 9.691, 13.342], [11.937, 16.575, 16.753], [7.422, 6.531, 12.028], [18.052, 7.469, 12.941], [2.755, 11.223, 9.188], [10.526, 17.247, 18.045], [15.552, 11.627, 17.561], [12.058, 9.191, 16.638]]
}

***

(2)
{
  "formula": "C6H18NOSi",
  "method": "wB97M-V/def2-TZVPD",
  "de_lowest_ev": 3.832,
  "total_charge": 1,
  "multiplicity": 1,
  "gap_ev": 9.705,
  "homo_ev": -13.04,
  "elements": ["H", "H", "H", "H", "N", "H", "C", "H", "H", "H", "H", "C", "H", "O", "C", "H", "H", "H", "H", "C", "C", "H", "Si", "C", "H", "H", "H"],
  "xyz": [[-0.047, 1.177, 2.232], [-3.527, 0.116, -1.986], [-2.003, -0.314, 0.564], [-4.448, -0.355, -0.362], [1.529, -2.541, 0.383], [-1.513, 1.267, -1.693], [3.031, 1.270, -0.634], [2.197, -3.141, 0.906], [-0.377, 2.701, 1.174], [-3.227, -1.433, -1.134], [3.578, 1.147, -1.494], [0.310, 1.874, 1.405], [1.929, -2.301, -0.462], [1.758, 0.831, -1.039], [-2.339, 0.260, -0.210], [3.493, 0.828, 0.294], [2.883, 2.412, -0.422], [0.668, -3.143, 0.252], [0.104, -1.767, 1.599], [-3.475, -0.361, -0.992], [1.023, -1.386, 1.194], [1.801, -1.224, 1.966], [0.390, 0.717, -0.177], [-1.145, 0.451, -1.184], [-2.763, 1.196, 0.076], [1.310, 2.211, 1.649], [-1.140, -0.494, -1.906]]
}

***

(3)
{
  "formula": "CH10N2O2",
  "method": "wB97M-V/def2-TZVPD",
  "de_lowest_ev": 0.496,
  "smiles": "NCN.O.O",
  "multiplicity": 1,
  "gap_ev": 9.542,
  "homo_ev": -8.92,
  "elements": ["N", "H", "H", "H", "H", "H", "H", "H", "H", "H", "H", "C", "O", "O", "N"],
  "xyz": [[-0.070, 0.798, 0.585], [-2.461, 0.689, -0.280], [-1.265, -0.781, 1.108], [0.689, -5.186, -4.569], [-1.252, 0.489, 2.338], [0.284, 1.688, 0.929], [0.786, 0.264, 0.601], [2.131, 3.958, 1.758], [1.236, -4.792, -3.278], [-2.644, 1.817, 0.859], [1.668, 2.969, 2.771], [-1.269, 0.297, 1.270], [1.801, 3.059, 1.814], [1.506, -4.840, -4.183], [-2.496, 0.828, 0.721]]
}

***

(4)
{
  "formula": "C5H7NO2S",
  "method": "wB97M-V/def2-TZVPD",
  "de_lowest_ev": 5.244,
  "multiplicity": 1,
  "gap_ev": [6.891, 8.446],
  "homo_ev": [-8.99, -9.68],
  "elements": ["C", "H", "N", "H", "O", "H", "H", "C", "H", "H", "S", "C", "O", "C", "C", "H"],
  "xyz": [[1.138, 1.802, 0.410], [0.401, -1.093, 1.449], [0.896, 2.944, 0.420], [-2.312, 1.781, 0.013], [-1.307, -1.541, -0.561], [2.653, -0.695, -0.652], [0.937, -1.265, -1.059], [-2.580, 0.927, -0.546], [2.135, -1.126, 1.811], [-2.099, 0.850, -1.574], [-1.625, -0.363, 0.266], [1.666, -0.802, -0.354], [-2.294, -0.535, 1.558], [1.358, -0.804, 1.091], [1.314, 0.414, 0.292], [-3.660, 0.936, -0.735]]
}

***

(5)
{
  "formula": "C14H41BN3O11V3",
  "method": "wB97M-V/def2-TZVPD",
  "de_lowest_ev": 29.337,
  "multiplicity": 1,
  "gap_ev": 2.650,
  "homo_ev": -6.72,
  "elements": ["H", "C", "H", "H", "C", "H", "O", "H", "O", "H", "C", "H", "H", "H", "V", "O", "H", "H", "C", "N", "O", "H", "C", "H", "C", "H", "H", "H", "H", "C", "O", "C", "H", "N", "H", "H", "O", "H", "C", "O", "H", "C", "H", "H", "H", "C", "H", "C", "H", "N", "C", "H", "O", "H", "O", "V", "H", "H", "H", "V", "O", "H", "C", "H", "H", "H", "B", "H", "H", "H", "H", "H", "O"],
  "xyz": [[-7.433, -21.575, -4.160], [-7.056, -22.360, -3.505], [-4.548, -23.189, -7.763], [-0.985, -25.588, -7.809], [2.371, -19.771, -3.530], [-1.925, -26.006, -3.808], [2.885, -21.746, -1.657], [0.204, -25.572, -6.449], [0.967, -23.601, -3.347], [3.379, -22.219, -6.321], [-0.767, -25.927, -6.796], [-0.674, -23.366, -5.123], [-2.967, -23.491, -7.396], [-2.076, -24.496, -5.881], [-0.328, -24.206, -3.829], [-1.132, -20.569, -3.776], [-5.770, -26.043, -6.036], [0.853, -21.798, -4.877], [-3.071, -26.328, -5.817], [2.808, -23.709, -4.872], [-3.117, -24.359, -2.520], [0.404, -21.626, -3.259], [-1.790, -25.529, -5.683], [-0.668, -26.995, -6.986], [1.847, -21.409, -5.097], [2.877, -19.559, -2.588], [-5.882, -26.750, -4.296], [1.376, -22.426, -7.557], [-3.464, -25.138, -4.972], [-3.961, -23.721, -7.014], [-5.623, -24.517, -3.117], [2.509, -22.661, -5.835], [-0.445, -22.572, -2.130], [-3.515, -24.163, -4.713], [-3.983, -22.255, -5.496], [-2.532, -23.932, -4.726], [2.425, -21.132, -3.839], [3.092, -19.257, -4.166], [1.495, -21.946, -1.502], [-4.093, -26.104, -4.836], [0.488, -23.196, -6.266], [-4.271, -23.300, -5.615], [0.997, -21.063, -1.103], [-1.264, -22.277, -3.894], [-1.697, -23.889, -3.788], [0.538, -22.476, -2.590], [2.072, -24.389, -4.755], [-5.318, -26.602, -5.217], [-6.278, -24.224, -5.403], [-1.203, -25.589, -4.378], [1.441, -23.203, -6.795], [1.389, -22.615, -0.648], [-0.619, -25.290, -2.579], [-7.730, -23.212, -3.411], [-5.839, -22.808, -3.973], [-2.350, -21.381, -4.289], [3.404, -24.360, -5.363], [1.410, -19.285, -3.700], [-3.433, -26.049, -6.807], [-4.270, -23.559, -3.108], [-2.821, -21.215, -5.747], [-6.368, -22.519, -5.889], [-5.804, -23.247, -5.306], [-0.528, -26.326, -4.524], [-2.377, -22.787, -5.107], [-5.352, -27.647, -5.524], [-1.533, -23.114, -4.520], [1.885, -20.646, -5.875], [1.605, -24.158, -7.293], [-6.931, -22.055, -2.466], [-4.180, -24.761, -7.258], [-2.796, -27.383, -5.790], [0.625, -24.763, -4.931]]
}

***

(6)
{
  "formula": "C38H48AsClGeN3OSi3Tc",
  "method": "wB97M-V/def2-TZVPD",
  "de_lowest_ev": 0.879,
  "total_charge": 2,
  "multiplicity": 1,
  "gap_ev": 6.205,
  "homo_ev": -13.82,
  "elements": ["H", "H", "C", "C", "C", "H", "C", "C", "C", "Si", "C", "H", "H", "H", "H", "H", "H", "As", "C", "H", "C", "H", "H", "H", "H", "H", "H", "H", "C", "C", "H", "C", "C", "H", "C", "N", "H", "H", "C", "C", "H", "H", "C", "C", "H", "H", "C", "C", "H", "C", "H", "C", "H", "H", "C", "H", "N", "H", "O", "H", "C", "H", "H", "H", "C", "C", "Si", "H", "H", "H", "H", "Tc", "C", "Si", "C", "H", "C", "C", "C", "C", "C", "H", "C", "H", "N", "Ge", "H", "Cl", "H", "C", "C", "H", "H", "C", "H", "C", "H"],
  "xyz": [[-0.876, 5.012, 1.948], [3.867, 1.914, 3.437], [-3.879, 0.140, -4.529], [-4.664, 0.466, -3.432], [-0.080, 4.556, 1.349], [-1.425, -1.576, -2.969], [-0.915, 1.843, 2.524], [-1.956, 2.736, -0.303], [-2.332, -0.990, -3.083], [1.294, 2.384, -2.436], [-3.335, -6.033, -0.453], [-4.154, -3.338, 1.415], [2.418, 1.003, 3.038], [5.625, 1.634, 0.628], [2.065, 4.621, -1.702], [-3.560, -7.088, -0.538], [0.299, 4.582, -1.845], [1.251, 1.653, -0.087], [4.037, -1.601, -1.965], [-0.183, 2.096, 3.294], [-3.278, -0.624, 1.409], [-4.488, 0.961, 0.584], [-2.115, -0.872, -5.213], [4.663, 0.191, 0.940], [-4.707, 0.524, 4.823], [0.054, 5.173, 0.460], [-1.477, -3.640, -1.943], [-2.234, -2.120, 2.556], [0.715, -2.249, 3.900], [-0.181, 1.595, -3.243], [-2.911, 3.007, 0.156], [-4.301, 0.208, 3.870], [-4.174, 0.442, 1.479], [3.763, 2.095, -2.537], [-0.167, -3.005, 4.742], [3.018, -1.411, 4.729], [-5.395, 1.669, 2.744], [5.557, -2.792, 1.385], [5.403, -1.552, -1.772], [1.718, -2.145, -1.152], [-0.882, 0.767, 2.351], [-3.117, -1.368, 4.722], [-0.579, -1.016, -0.097], [3.188, -2.082, -0.961], [1.367, -1.952, -2.167], [-1.769, 3.441, -1.116], [-3.664, -3.916, 0.641], [-4.281, 0.068, -2.158], [3.130, -2.972, 1.008], [-2.715, -0.595, -4.356], [2.321, 2.749, 3.301], [3.602, 4.042, 0.657], [1.303, 4.660, -3.290], [0.079, 1.284, -4.258], [1.992, -1.800, 4.394], [4.194, 4.486, 1.463], [-0.887, -3.596, 5.413], [3.029, 2.155, -4.138], [1.204, -1.247, 2.025], [4.589, 0.977, -0.639], [2.932, 1.952, 2.872], [-1.910, 2.072, 2.916], [2.916, 0.679, -3.181], [0.831, 4.599, 1.946], [-4.687, 0.852, 2.703], [4.659, 1.158, 0.434], [-0.608, 2.817, 0.973], [-5.585, 1.016, -3.569], [-4.642, -5.732, 1.220], [-2.068, 1.742, -0.739], [-0.512, 0.708, -2.703], [1.048, -0.785, 0.227], [-2.773, -3.311, -0.244], [3.305, 2.253, 1.078], [-2.902, -1.267, 2.591], [-4.930, 0.301, -1.324], [2.903, 1.768, -3.122], [5.939, -1.958, -0.553], [-3.943, -5.272, 0.534], [1.232, 4.230, -2.286], [5.121, -2.452, 0.456], [-4.183, 0.448, -5.521], [-3.406, -0.852, 3.814], [4.183, 4.132, -0.264], [0.304, -1.991, 2.717], [-2.605, -1.382, -0.245], [2.697, 4.638, 0.550], [7.633, -1.856, -0.298], [-1.035, 2.270, -3.312], [-2.442, -5.441, -1.337], [-2.168, -4.087, -1.236], [1.263, -3.074, -0.781], [6.062, -1.211, -2.559], [3.755, -2.522, 0.244], [-1.970, -6.033, -2.110], [-3.103, -0.655, -1.968], [3.626, -1.312, -2.924]]
}

***

(7)
{
  "formula": "C28H21Br2CuFN3O3S",
  "method": "wB97M-V/def2-TZVPD",
  "total_charge": -1,
  "multiplicity": 2,
  "gap_ev": [7.194, 6.587],
  "homo_ev": [-4.74, -4.74],
  "elements": ["C", "H", "H", "H", "H", "H", "H", "C", "C", "C", "C", "S", "H", "C", "C", "Br", "C", "O", "C", "C", "H", "C", "F", "H", "C", "H", "H", "H", "C", "C", "C", "C", "H", "C", "C", "H", "H", "N", "H", "N", "C", "H", "C", "C", "C", "O", "N", "H", "O", "H", "C", "C", "H", "Cu", "C", "C", "C", "H", "C", "Br"],
  "xyz": [[2.757, -2.240, -2.412], [2.147, -1.035, 6.091], [-4.127, -1.155, -3.319], [0.630, -1.496, 5.441], [0.205, -3.966, -3.770], [0.864, 0.135, 5.828], [-2.746, -0.749, 0.211], [-0.490, 3.259, -0.779], [2.944, -0.082, 1.445], [-3.401, -3.980, 0.588], [-2.784, 4.641, -0.344], [3.678, 0.037, -0.174], [1.827, 1.813, 3.988], [1.798, 3.044, -1.116], [-1.734, 2.557, -0.796], [-1.681, 7.116, 0.362], [-1.581, 5.223, -0.123], [-1.725, 1.275, -1.056], [-0.393, 4.555, -0.371], [2.064, -3.220, -3.082], [3.308, -2.267, 1.485], [-4.241, -3.298, -1.550], [-3.151, -4.941, 1.542], [2.510, 2.393, -1.491], [-3.952, -4.297, -0.653], [2.507, -2.403, 3.749], [3.835, -2.332, -2.245], [-2.484, -2.631, 1.862], [0.715, -3.249, -3.162], [2.549, 1.028, 2.181], [1.362, -0.724, 5.361], [-3.187, -1.693, 0.018], [2.704, 2.002, 1.688], [-3.731, -1.002, -2.337], [2.074, -1.164, -1.868], [2.634, -4.055, -3.493], [3.028, 4.764, -0.514], [0.738, -1.261, -1.933], [-3.654, 5.179, -0.110], [0.593, 2.555, -1.175], [2.944, -1.353, 1.955], [-4.645, -3.522, -2.533], [2.007, -0.442, 3.988], [2.003, 4.345, -0.657], [2.422, -1.476, 3.190], [4.588, -1.099, -0.341], [2.518, -0.051, -1.210], [-4.192, -5.342, -0.736], [4.221, 1.351, -0.334], [-1.072, -2.125, -2.677], [0.022, -2.166, -2.586], [0.947, 5.074, -0.223], [-3.161, -0.048, -2.196], [0.068, 0.450, -1.345], [-2.858, 3.306, -0.626], [2.052, 0.887, 3.445], [-3.733, -1.970, -1.290], [0.972, 6.099, 0.047], [-2.977, -2.704, 0.896], [-4.532, 2.447, -0.734]]
}

***

Values for maximum force, eV/Å, ordered as above
5.85, 4.16, 1.13, 3.30, 18.72, 0.76, 3.15